Run w
Computed, not measured: a single C5H7NO2 molecule, with ωB97M-V/def2-TZVPD.

As for the HOMO-LUMO gap: 10.38 eV. Its HOMO energy is -9.47 eV. Its SMILES is COc1nocc1C.

```
! RIJCOSX wB97M-V def2-TZVPD def2/J DEFGRID3
* xyz 0 1
O 0.780 0.075 0.981
O -2.501 -0.859 0.642
N -1.366 -0.714 1.333
C -0.421 -0.291 0.502
C -0.107 0.267 -1.999
C -2.276 -0.585 -0.644
C -0.970 -0.170 -0.839
C 1.058 -0.241 2.316
H 1.567 0.533 2.757
H 0.036 -0.240 2.746
H -3.105 -0.638 -1.334
H 0.888 -0.291 -1.979
H 0.225 1.325 -1.983
H 1.462 -1.200 2.583
H -0.408 0.254 -3.055
*
```

=====

Run x
Computed, not measured: a molecular structure, C5H7NO2, with ωB97M-V/def2-TZVPD.

As for the HOMO-LUMO gap: 9.91 eV. Its HOMO energy is -9.67 eV.

```
! RIJCOSX wB97M-V def2-TZVPD def2/J DEFGRID3
* xyz 0 1
O 0.667 -1.157 -0.206
O 2.250 0.394 0.066
N 1.011 1.089 0.302
C -2.100 1.452 -0.448
C -2.186 -1.057 0.109
C 0.099 0.171 -0.084
C 1.868 -0.870 0.471
C -1.513 0.078 -0.240
H 2.833 -1.527 0.007
H -1.713 1.837 -1.372
H -3.181 1.158 -0.496
H -2.023 2.260 0.238
H -3.150 -0.821 -0.144
H -1.676 -2.054 0.161
H 1.492 -1.020 1.773
*
```

=====

Which structure is the most stable? The one labeled run w.

=====

Run w
Computed, not measured: a molecular structure, C5H7NO2, with ωB97M-V/def2-TZVPD.

As for the HOMO-LUMO gap: 10.11 eV. Its HOMO energy is -9.59 eV.

```
! RIJCOSX wB97M-V def2-TZVPD def2/J DEFGRID3
* xyz 0 1
O -2.919 0.681 -0.084
O 1.290 1.603 0.226
N 0.200 -0.377 -0.375
C 1.455 0.426 -0.138
C 2.692 -0.351 -0.309
C -0.895 -0.147 0.445
C -0.161 -1.347 0.532
C -2.121 -0.173 -0.418
H -0.603 -2.310 0.076
H -0.873 0.571 1.313
H 2.612 -1.467 -1.151
H 3.619 0.401 -0.419
H -2.190 -0.930 -1.152
H 0.549 -1.558 1.226
H 2.711 -0.792 0.926
*
```

=====

Run x
Computed, not measured: a single C5H7NO2 molecule, with ωB97M-V/def2-TZVPD.

As for the HOMO-LUMO gap: 10.30 eV. Its HOMO energy is -9.54 eV. Its SMILES is C[C@@]12CO[C@H]1C=NO2.

```
! RIJCOSX wB97M-V def2-TZVPD def2/J DEFGRID3
* xyz 0 1
O 0.519 0.583 1.666
O -0.521 0.487 -1.353
N 0.741 -0.037 -1.942
C 0.993 0.602 0.362
C 1.603 0.032 -1.019
C -0.662 -1.269 -0.032
C -0.368 0.182 -0.054
C -0.900 0.901 1.143
H 0.002 -1.636 0.799
H 1.009 1.666 -0.083
H -1.337 2.052 1.049
H 2.653 -0.452 -1.147
H -0.507 -1.788 -1.158
H -1.708 -1.647 0.069
H -1.515 0.324 1.701
*
```

=====

Which structure is the most stable? The one labeled run w.

=====

Run w
Computed, not measured: a single C3H2N2O3 molecule, with ωB97M-V/def2-TZVPD.

As for the HOMO-LUMO gap: 11.15 eV. Its HOMO energy is -10.77 eV. Its SMILES is O=COc1cnno1.

```
! RIJCOSX wB97M-V def2-TZVPD def2/J DEFGRID3
* xyz 0 1
O -1.007 1.211 0.342
O 2.207 0.180 0.617
O 0.582 0.528 -1.052
N -2.209 0.820 0.892
N -2.094 -0.468 0.937
C -1.021 -0.974 0.074
C 1.893 0.238 -0.515
C -0.316 0.163 -0.064
H -0.618 -2.219 0.183
H 2.582 0.521 -1.414
*
```

=====

Run x
Computed, not measured: a single C3H2N2O3 molecule, with ωB97M-V/def2-TZVPD.

As for the HOMO-LUMO gap: 9.75 eV. Its HOMO energy is -10.42 eV. Its SMILES is O=CC1=NOC=NO1.

```
! RIJCOSX wB97M-V def2-TZVPD def2/J DEFGRID3
* xyz 0 1
O 0.211 1.071 -0.647
O 1.274 -1.342 -0.363
O -2.754 -0.552 0.107
N -0.196 -1.223 -0.239
N 1.373 0.933 0.192
C -1.945 0.327 -0.043
C -0.519 -0.026 -0.366
C 1.843 -0.274 0.195
H 2.724 -0.288 0.878
H -2.011 1.374 0.285
*
```

=====

Which structure is the most stable? The one labeled run w.

=====

Run w
Computed, not measured: a single C3H4N2S2 molecule, with ωB97M-V/def2-TZVPD.

As for the HOMO-LUMO gap (spin up / spin down): 7.64 / 7.63 eV. Its HOMO energy (spin up / spin down) is -7.92 / -7.92 eV.

```
! RIJCOSX wB97M-V def2-TZVPD def2/J DEFGRID3
* xyz 0 1
S -2.132 2.055 0.003
S -2.114 -1.073 -0.125
N 0.447 0.056 0.627
N 0.468 -1.206 0.312
C -0.505 -1.934 0.010
C 1.300 0.931 -0.065
C -1.673 0.515 0.091
H 2.096 0.380 -0.383
H -0.553 -2.910 -0.297
H 1.719 1.666 0.735
H 0.947 1.519 -0.908
*
```

=====

Run x
Computed, not measured: a single C3H4N2S2 molecule, with ωB97M-V/def2-TZVPD.

As for the HOMO-LUMO gap: 8.43 eV. Its HOMO energy is -8.98 eV. Its SMILES is [H]/N=C1/NCC(=S)S1.

```
! RIJCOSX wB97M-V def2-TZVPD def2/J DEFGRID3
* xyz 0 1
S -2.684 0.922 -1.167
S -1.026 0.461 1.233
N 0.974 -0.329 -0.237
N 1.583 -0.359 1.997
C -0.164 -0.009 -1.040
C -1.248 0.602 -0.438
C 0.730 -0.207 1.095
H 1.818 -0.548 -0.806
H -0.765 -0.917 -1.525
H -0.110 0.582 -1.941
H 0.892 -0.198 2.829
*
```

=====

Run y
Computed, not measured: a single C3H4N2S2 molecule, with ωB97M-V/def2-TZVPD.

As for the HOMO-LUMO gap: 8.03 eV. Its HOMO energy is -9.15 eV. Its SMILES is S=C/N=C\NC=S.

```
! RIJCOSX wB97M-V def2-TZVPD def2/J DEFGRID3
* xyz 0 1
S -3.170 -0.069 -0.205
S 2.640 -0.877 -0.300
N -0.654 -0.412 0.108
N 1.023 1.245 -0.150
C -1.887 -0.950 0.084
C -0.208 0.836 -0.298
C 2.172 0.596 0.187
H 2.801 1.240 0.836
H 0.152 -1.070 0.219
H -0.949 1.489 -0.710
H -1.920 -2.028 0.229
*
```

=====

Run z
Computed, not measured: a single C3H4N2S2 molecule, with ωB97M-V/def2-TZVPD.

As for the HOMO-LUMO gap (spin up / spin down): 6.40 / 5.93 eV. Its HOMO energy (spin up / spin down) is -7.14 / -6.88 eV.

```
! RIJCOSX wB97M-V def2-TZVPD def2/J DEFGRID3
* xyz 0 1
S -1.194 -2.063 -0.632
S -0.142 -3.612 -1.150
N 1.500 0.646 -0.407
N 0.961 -0.361 -0.965
C -0.190 -0.675 -0.349
C 1.721 1.667 0.126
C -1.004 0.322 0.516
H 1.987 2.431 0.777
H -1.421 -0.183 1.333
H -1.822 0.679 -0.076
H -0.397 1.150 0.828
*
```

=====

Which structure is the most stable? The one labeled run y.